Molecular formula: CH2NO
Method: DFT, wB97M-V/def2-TZVPD

**HOMO energy (alpha / beta)**: -16.102 / -18.380 eV
**Charge**: +1
**2S+1**: 1
**DFT total energy**: -4590.719 eV
**Energy relative to the best compared isomer or geometry (same formula, charge and spin)**: 95.9 kcal/mol
**LUMO (alpha / beta)**: -8.74 / -8.24 eV

Element x y z (Å)
N: 1.306 0.715 1.613
H: -0.518 -0.135 -1.662
H: -1.071 -0.493 0.034
O: 0.606 0.504 0.700
C: -0.324 -0.590 -0.685

Atomic partial charges in e from the Mulliken method, atoms 1 to 4: N 0.4102; H 0.3258; H 0.3031; O -0.0709



Molecular formula: C29H23N3O2RhS3
Method: DFT, wB97M-V/def2-TZVPD

**HOMO energy (alpha / beta)**: -3.000 / -4.982 eV
**Charge**: -1
**2S+1**: 5
**DFT total energy**: -74525.503 eV
**Energy relative to the best compared isomer or geometry (same formula, charge and spin)**: 10.1 kcal/mol
**<S²>**: 6.046
**LUMO (alpha / beta)**: 2.65 / 0.80 eV

Element x y z (Å)
C: 2.636 1.644 0.376
C: -0.886 -5.442 -0.559
N: -0.808 0.763 0.871
C: 4.894 -1.163 -2.140
H: 2.454 -1.921 -1.620
O: -1.984 -1.187 -1.012
H: 3.226 3.656 0.800
H: 4.565 -0.499 1.156
C: -1.103 -4.062 -0.674
H: 1.719 -0.655 2.685
C: -2.852 -2.131 -1.018
C: 1.891 -0.682 -0.036
H: 4.307 -1.467 -2.999
H: -4.080 -1.576 4.987
C: 6.390 -0.410 0.050
H: -1.735 -7.400 -0.466
C: -3.454 -4.510 -0.811
C: -0.720 1.942 0.247
C: 2.912 2.707 1.219
C: 2.217 0.418 0.897
S: -0.855 -1.847 2.109
C: 2.780 2.561 2.593
C: -2.414 -3.581 -0.812
H: -1.021 2.842 0.771
C: -3.233 -5.868 -0.684
H: 6.727 -1.091 -3.243
C: 5.027 -0.616 0.186
H: -4.070 -6.555 -0.681
H: 8.078 -0.403 -1.280
C: 0.911 1.842 -3.571
H: 0.782 4.008 -3.582
C: 2.369 1.344 3.119
C: -0.221 1.972 -1.056
H: 1.359 1.747 -4.550
N: -1.394 0.799 2.087
H: 0.132 -5.795 -0.449
C: 0.585 3.102 -3.023
C: -1.458 -0.325 2.707
C: 0.023 3.168 -1.782
C: -3.512 -1.519 4.059
H: -4.168 -1.197 3.253
H: 6.972 -0.125 0.919
S: -2.197 -0.304 4.323
O: -4.044 -1.933 -1.227
C: 0.635 0.720 -2.820
C: 6.256 -0.952 -2.277
Rh: -0.128 -1.011 -0.119
H: -4.453 -4.112 -0.920
H: 2.986 3.397 3.251
C: -1.933 -6.340 -0.564
H: -0.227 4.118 -1.326
H: 2.252 1.226 4.190
S: 0.385 -3.129 -0.601
C: 2.080 0.282 2.280
H: 0.864 -0.273 -3.195
C: 7.012 -0.568 -1.180
C: 2.794 -1.228 -0.856
C: 4.248 -0.983 -0.914
N: 0.082 0.761 -1.614
H: 2.736 1.754 -0.697
H: -3.097 -2.498 3.828

Atomic partial charges in e from the Mulliken method, atoms 1 to 4: C 0.4445; C -0.9377; N 1.4521; C -0.5580



Molecular formula: C10H28Cl4O8
Method: DFT, wB97M-V/def2-TZVPD

**HOMO energy**: -10.142 eV
**Charge**: 0
**2S+1**: 1
**DFT total energy**: -77292.080 eV
**Energy relative to the best compared isomer or geometry (same formula, charge and spin)**: 0.0 kcal/mol
**LUMO**: 0.54 eV
**Structure (SMILES)**: ClCCl.ClCCl.OCCO.OCCO.OCCO.OCCO

Element x y z (Å)
C: -30.924 -16.445 10.914
H: -31.933 -14.973 9.672
O: -32.070 -16.723 11.727
H: -31.051 -10.232 11.459
H: -31.978 -12.787 13.047
O: -30.391 -11.587 10.049
H: -27.833 -9.641 13.693
H: -30.520 -11.579 9.090
H: -29.306 -11.742 12.523
H: -26.931 -12.142 15.723
C: -27.309 -10.722 9.972
H: -26.579 -10.568 10.752
H: -33.099 -10.000 8.023
Cl: -26.754 -12.181 9.088
C: -28.906 -11.195 13.382
Cl: -27.362 -9.307 8.934
H: -29.261 -13.340 7.324
C: -31.005 -15.111 10.238
H: -29.570 -11.444 5.275
O: -30.921 -14.088 11.219
H: -30.356 -13.457 5.927
H: -32.665 -17.274 11.213
H: -30.823 -17.243 10.174
H: -28.294 -10.939 10.357
C: -29.374 -13.108 6.263
Cl: -34.228 -12.295 12.558
H: -31.264 -9.058 9.386
H: -27.320 -13.199 5.753
H: -30.155 -15.029 9.546
H: -32.209 -11.492 10.993
O: -29.357 -11.682 6.183
H: -32.870 -9.336 10.149
C: -32.018 -9.807 9.648
C: -28.244 -13.712 5.485
C: -32.894 -12.742 13.622
H: -30.042 -16.438 11.557
O: -28.174 -10.069 12.900
O: -28.486 -13.564 4.076
H: -28.150 -14.776 5.720
H: -29.752 -10.847 13.983
H: -30.546 -13.307 10.784
O: -27.618 -11.581 15.354
H: -27.825 -12.967 3.718
H: -33.143 -13.695 14.068
Cl: -32.648 -11.567 14.928
O: -32.434 -10.515 8.485
C: -31.446 -10.808 10.616
C: -28.033 -12.165 14.122
H: -28.600 -13.089 14.294
H: -27.176 -12.411 13.486

Atomic partial charges in e from the Mulliken method, atoms 1 to 4: C -0.8352; H 0.2827; O -0.5039; H 0.2565



Molecular formula: C6H10O
Method: DFT, wB97M-V/def2-TZVPD

**HOMO energy**: -9.463 eV
**Charge**: 0
**2S+1**: 1
**DFT total energy**: -8428.737 eV
**Energy relative to the best compared isomer or geometry (same formula, charge and spin)**: 57.7 kcal/mol
**LUMO**: 1.04 eV

Element x y z (Å)
H: 0.525 1.770 -1.184
H: -1.363 0.765 1.050
H: -1.556 -0.478 -1.092
H: 1.441 -1.061 -0.877
C: -0.544 0.039 0.735
H: -1.119 1.869 -0.464
C: 0.123 -1.401 0.858
H: 0.690 0.975 2.293
H: 1.532 0.968 0.711
C: 0.819 0.434 1.353
O: 1.225 -0.919 1.612
C: -0.484 1.353 -1.269
H: 0.071 -2.151 -1.269
H: -0.887 1.543 -2.271
C: -0.587 -0.073 -0.767
H: -0.276 -2.340 1.257
C: 0.390 -1.291 -0.676

Atomic partial charges in e from the Mulliken method, atoms 1 to 4: H 0.2820; H 0.4147; H 0.2548; H 0.2710



Molecular formula: CH4NOPS2
Method: DFT, wB97M-V/def2-TZVPD

**HOMO energy**: -8.998 eV
**Charge**: 0
**2S+1**: 1
**DFT total energy**: -35598.721 eV
**Energy relative to the best compared isomer or geometry (same formula, charge and spin)**: 15.2 kcal/mol
**LUMO**: 0.55 eV

Element x y z (Å)
H: 0.074 -2.620 -1.638
O: -0.039 2.637 2.226
C: 0.048 3.418 1.413
S: 0.402 -0.234 1.311
N: 0.443 -1.630 -1.359
P: -0.766 -1.040 -0.347
H: 1.433 -1.518 -1.081
H: -0.481 -0.873 2.123
S: -1.173 0.799 -1.401
H: 0.058 1.061 -1.248

Atomic partial charges in e from the Mulliken method, atoms 1 to 4: H 0.2725; O -0.0915; C 0.1047; S -0.3110



Molecular formula: C3H20BBaF4N6O7
Method: DFT, wB97M-V/def2-TZVPD

**HOMO energy**: -11.375 eV
**Charge**: +1
**2S+1**: 1
**DFT total energy**: -38946.272 eV
**LUMO**: -5.94 eV

Element x y z (Å)
H: -3.252 1.195 -6.884
B: 0.279 -4.685 -5.367
N: 3.950 3.460 4.179
O: -3.269 0.898 -5.975
H: -4.186 0.982 -5.712
O: 1.092 -3.894 2.612
N: 2.414 -5.582 2.946
H: 4.862 1.474 4.723
H: 2.720 -5.517 1.985
H: 4.694 3.516 4.860
H: 3.318 4.242 4.088
H: -5.571 5.070 2.135
N: -4.850 4.993 1.431
N: 4.386 1.401 3.835
C: 1.439 -4.783 3.340
H: 0.383 -4.440 5.044
F: 0.947 -3.557 -5.428
O: 4.668 -1.738 -1.404
H: -6.504 4.672 -1.090
H: -5.196 -1.206 0.211
O: 2.792 2.304 2.628
H: 2.755 -6.226 3.645
C: -5.021 4.665 0.245
O: -4.216 4.005 -0.415
F: -0.637 -4.572 -4.334
H: 2.252 5.049 -3.251
F: 1.226 -5.653 -5.124
H: -3.931 4.937 1.845
N: -6.136 4.995 -0.206
N: 0.982 -5.041 4.496
H: 5.390 -1.122 -1.279
Ba: 0.073 -0.176 -2.162
H: -5.129 -2.221 -0.910
F: -0.392 -5.029 -6.546
H: -6.702 5.409 0.520
C: 3.741 2.420 3.486
H: 2.402 4.864 -4.746
H: 4.296 0.508 3.374
H: 5.058 -2.599 -1.249
O: -4.596 -1.590 -0.428
H: 1.429 -5.876 4.846
O: 2.038 4.448 -3.965

Atomic partial charges in e from the Mulliken method, atoms 1 to 4: H 0.3231; B 0.5762; N -0.3754; O -0.6421